# 1
DFT (the ωB97M-V functional and the def2-TZVPD basis) results for 5 unconnected molecules or ions with the total composition C25H40F3NO6.

XYZ file:
```
75
Properties=species:S:1:pos:R:3:forces:R:3:lowdin_charge:R:1
N 3.283 0.436 -2.433 -1.95 0.54 0.52 0.112
C 2.396 1.546 -2.675 -0.21 -0.43 -1.43 -0.215
C 1.977 1.818 -3.942 -0.79 1.14 1.24 0.044
C 0.989 3.003 -4.057 0.46 -0.87 0.58 -0.321
O 1.013 3.831 -4.936 -0.36 -0.50 0.22 0.101
C -0.063 3.055 -2.902 0.08 -0.17 -0.03 -0.132
C -1.530 3.381 -3.295 0.75 -0.10 0.61 -0.105
C -2.491 2.336 -2.641 -0.67 0.95 -0.62 -0.064
C -2.536 0.963 -3.342 -0.10 -0.75 1.26 -0.544
F -1.339 0.531 -3.830 -0.78 0.53 0.16 0.120
F -3.445 0.871 -4.346 0.78 0.33 0.56 0.120
F -2.914 0.026 -2.395 0.24 0.60 -0.92 0.081
C 0.351 2.783 -1.642 0.56 -0.17 -1.44 0.061
C 1.858 2.440 -1.515 -0.60 -0.21 -0.24 -0.295
O 2.562 2.855 -0.629 -0.25 -0.47 -0.19 0.114
H 3.103 -0.201 -3.219 0.54 0.23 0.28 0.089
H 2.856 -0.064 -1.638 0.80 0.04 -0.10 0.087
H 2.273 1.232 -4.829 -0.07 0.61 0.53 0.125
H -1.616 3.446 -4.403 -0.03 -0.11 0.82 0.128
H -1.774 4.380 -2.865 0.05 -0.67 -0.45 0.130
H -3.528 2.756 -2.709 0.75 -0.53 0.02 0.139
H -2.289 2.244 -1.549 -0.03 -0.35 -0.91 0.108
H -0.346 2.771 -0.783 0.80 0.15 -0.33 0.123
C -2.681 1.397 3.446 -0.36 -0.05 0.16 -0.168
C -1.680 0.380 2.928 0.33 0.02 0.03 -0.168
C -2.100 0.239 1.476 -0.19 -0.15 -0.15 -0.202
O -2.647 1.504 1.080 0.11 0.00 0.11 -0.159
C -2.846 2.314 2.247 0.16 0.21 -0.09 -0.200
H -2.348 1.924 4.341 0.01 0.01 -0.05 0.117
H -3.629 0.901 3.673 0.06 0.00 0.02 0.097
H -0.668 0.791 2.988 -0.02 -0.05 -0.01 0.115
H -1.696 -0.566 3.469 -0.04 0.03 -0.04 0.115
H -2.883 -0.518 1.360 0.06 -0.06 0.01 0.119
H -1.266 -0.020 0.820 -0.06 0.07 -0.07 0.109
H -2.087 3.104 2.243 -0.04 0.05 0.06 0.116
H -3.832 2.780 2.205 0.02 -0.04 -0.11 0.116
C 1.603 -4.771 -1.961 0.16 -0.25 0.06 -0.173
C 0.657 -4.106 -0.977 -0.30 0.11 -0.07 -0.173
C 1.546 -3.044 -0.356 0.18 0.03 0.20 -0.201
O 2.493 -2.658 -1.361 -0.16 -0.09 -0.02 -0.161
C 2.427 -3.592 -2.448 0.02 0.20 -0.19 -0.205
H 1.098 -5.298 -2.770 0.02 0.04 0.01 0.115
H 2.245 -5.484 -1.436 -0.01 0.01 -0.05 0.116
H -0.169 -3.634 -1.517 0.01 -0.02 0.05 0.116
H 0.235 -4.791 -0.242 0.04 0.04 -0.01 0.114
H 2.104 -3.442 0.498 -0.07 0.01 0.04 0.119
H 0.985 -2.167 -0.026 0.08 0.04 -0.04 0.110
H 1.942 -3.092 -3.294 0.00 -0.08 -0.06 0.116
H 3.437 -3.878 -2.746 0.01 0.10 0.06 0.118
C -7.646 -0.443 5.184 -0.19 0.15 -0.22 -0.175
C -7.364 -1.926 5.343 -0.01 -0.17 0.26 -0.176
C -6.062 -2.081 4.577 0.12 -0.02 -0.25 -0.204
O -5.360 -0.837 4.700 -0.23 -0.02 0.05 -0.156
C -6.248 0.148 5.242 0.21 0.05 0.17 -0.209
H -8.311 -0.038 5.947 0.05 0.00 -0.02 0.114
H -8.093 -0.253 4.204 0.00 0.02 0.05 0.116
H -7.208 -2.164 6.399 -0.01 -0.02 -0.05 0.115
H -8.159 -2.568 4.964 0.04 0.02 -0.01 0.113
H -6.245 -2.262 3.513 -0.03 -0.08 0.02 0.118
H -5.440 -2.891 4.965 0.07 0.08 -0.02 0.117
H -5.943 0.345 6.276 -0.06 0.08 0.00 0.119
H -6.160 1.075 4.672 0.09 -0.05 -0.02 0.114
C 6.752 0.276 -0.399 -0.13 -0.17 0.23 -0.177
C 8.086 1.001 -0.404 0.06 0.28 -0.05 -0.178
C 8.938 0.083 -1.265 0.09 -0.24 -0.03 -0.212
O 8.054 -0.540 -2.202 -0.02 0.10 0.22 -0.144
C 6.698 -0.289 -1.807 -0.04 0.12 -0.30 -0.216
H 5.903 0.919 -0.167 0.02 -0.02 -0.06 0.110
H 6.775 -0.539 0.331 -0.02 0.03 -0.02 0.114
H 7.978 1.975 -0.890 0.02 -0.03 0.03 0.115
H 8.505 1.161 0.590 0.00 -0.02 -0.04 0.111
H 9.405 -0.705 -0.664 0.07 0.07 0.05 0.115
H 9.723 0.619 -1.803 -0.03 -0.07 -0.06 0.115
H 6.271 0.435 -2.507 -0.12 -0.03 0.07 0.106
H 6.121 -1.213 -1.866 0.07 -0.01 -0.06 0.111
```
Forces are in eV/Å.

Properties
total charge = 0
max |F| = 2.1 eV/Å
frontier orbital gap = 0.318 Eh
calculated total energy = -1782.2889 a.u.
SMILES string = NC1=CC(=O)C(CCC(F)(F)F)=CC1=O.C1CCOC1.C1CCOC1.C1CCOC1.C1CCOC1


# 2
DFT (the ωB97M-V functional and the def2-TZVPD basis) results for a molecular structure, C3H3LiNaO3.

XYZ file:
```
11
Properties=species:S:1:pos:R:3:forces:R:3:lowdin_charge:R:1
H 0.266 2.913 -0.276 1.23 -0.77 3.32 0.196
C 0.850 1.428 -0.147 1.21 -2.86 -2.70 -0.072
C 0.159 0.114 -0.056 0.08 -0.58 1.17 -0.252
O 1.156 -0.896 -0.052 0.27 0.13 -0.37 -0.115
C 0.774 -2.197 -0.099 -0.21 -0.56 0.13 -0.404
O -0.459 -2.406 -0.098 -0.11 -0.04 -0.12 -0.211
O 0.320 2.305 0.634 -3.00 4.07 -1.66 -0.027
Li 0.273 -4.154 -0.133 0.08 0.60 0.00 0.759
H -0.526 0.035 -0.921 0.30 0.09 -0.10 0.134
H -0.482 0.014 0.838 0.05 0.13 0.07 0.122
Na -2.331 2.844 0.311 0.10 -0.21 0.26 0.870
```
Forces are in eV/Å.

Properties
total charge = +1
max |F| = 5.3 eV/Å
frontier orbital gap = 0.200 Eh
calculated total energy = -511.2899 a.u.


# 3
DFT (the ωB97M-V functional and the def2-TZVPD basis) results for a gas-phase ion, C3H8NS (charge -1).

XYZ file:
```
13
Properties=species:S:1:pos:R:3:forces:R:3:lowdin_charge:R:1
C -2.216 -1.109 -0.766 0.19 0.25 0.71 -0.164
N -1.905 0.164 -0.105 0.09 0.07 -0.50 -0.153
C -0.602 0.169 0.576 0.57 -0.41 0.41 -0.372
C 0.646 0.135 -0.331 -0.76 0.15 -0.18 -0.847
S 2.192 0.423 0.546 0.20 -0.07 0.15 0.056
H -1.335 -1.604 -1.179 -0.01 -0.03 -0.24 0.058
H -2.952 -0.925 -1.540 -0.14 -0.12 -0.22 0.061
H -2.650 -1.783 -0.025 -0.07 -0.11 -0.04 0.063
H -1.839 0.862 -0.844 -0.04 0.00 0.19 0.079
H -0.532 1.037 1.235 -0.08 0.11 -0.12 0.075
H -0.531 -0.707 1.245 -0.22 0.22 -0.17 0.097
H 0.497 0.897 -1.116 0.02 -0.05 0.07 0.031
H 0.629 -0.833 -0.843 0.25 -0.01 -0.08 0.017
```
Forces are in eV/Å.

Properties
total charge = -1
max |F| = 0.8 eV/Å
frontier orbital gap = 0.227 Eh
calculated total energy = -572.0571 a.u.
SMILES string = CNCC[S-]


# 4
DFT (the ωB97M-V functional and the def2-TZVPD basis) results for a molecular structure, C13H43BBaF4N5O7.

XYZ file:
```
74
Properties=species:S:1:pos:R:3:forces:R:3:lowdin_charge:R:1
Ba -0.769 -0.042 0.110 -0.60 0.69 -1.42 1.964
B 1.836 -2.906 -0.896 0.11 -1.28 -2.21 -1.361
F 1.166 -1.730 -1.235 -1.16 1.45 0.68 0.047
F 0.930 -3.908 -0.525 -0.43 0.02 0.98 0.115
F 2.457 -3.308 -2.024 0.88 -0.49 -0.94 0.195
F 2.770 -2.668 0.092 0.72 0.10 1.33 0.141
C -1.870 3.417 -0.566 -3.43 -5.26 0.70 -0.799
O -2.376 2.304 -0.300 1.02 -0.92 0.01 -0.116
N -1.308 4.161 0.282 3.45 3.88 4.27 0.207
N -2.046 3.978 -1.694 -0.31 2.02 -4.23 0.219
H -1.036 5.066 -0.074 0.36 -0.02 0.78 0.127
H -0.897 3.874 1.158 -0.54 -0.17 -0.28 0.120
H -2.490 3.484 -2.454 -0.08 0.70 0.17 0.142
H -1.790 4.955 -1.681 -0.40 -0.18 -1.46 0.137
C 0.290 -2.752 2.726 -0.06 0.00 -0.17 -0.002
C 1.114 -1.472 2.859 -0.92 -0.04 -0.27 -0.404
C 2.396 -1.661 3.640 -0.15 -1.43 0.30 -0.079
O 2.078 -1.955 5.008 1.54 -0.06 -0.05 0.090
C 3.079 -2.662 5.781 -1.05 -0.08 0.41 0.071
N 1.444 -0.953 1.521 0.13 0.27 2.21 -0.035
H 0.209 -3.313 3.657 0.02 0.05 0.02 0.099
H 0.665 -3.402 1.935 0.31 -0.11 0.08 0.096
H -0.717 -2.489 2.404 -0.09 0.07 0.10 0.062
H 0.528 -0.760 3.439 -0.10 0.36 -0.09 0.132
H 2.998 -0.754 3.575 0.23 0.26 0.48 0.177
H 2.967 -2.516 3.278 0.47 0.06 -0.18 0.167
H 2.606 -2.874 6.739 0.23 0.10 -0.14 0.127
H 4.001 -2.087 5.870 0.00 0.70 -0.03 0.145
H 3.441 -3.571 5.300 -0.40 -0.26 -0.50 0.140
H 1.913 -1.704 1.035 0.09 -0.54 -0.72 0.027
H 2.223 -0.331 1.681 0.05 0.82 -0.46 0.082
C -2.492 -4.192 -1.636 -1.09 -1.05 -1.15 -0.043
C -2.409 -2.700 -1.391 0.50 -1.37 -0.36 -0.418
C -3.743 -2.007 -1.212 -0.08 -0.46 -0.79 -0.193
O -3.541 -0.610 -1.239 1.55 0.30 0.18 -0.269
C -4.652 0.227 -1.444 -1.21 -0.67 1.38 -0.081
N -1.562 -2.603 -0.212 0.39 0.57 1.54 -0.114
H -3.023 -4.773 -0.883 -0.39 0.43 0.39 0.092
H -1.535 -4.713 -1.672 0.32 0.58 -0.23 0.091
H -3.008 -4.412 -2.571 0.01 -0.09 -0.14 0.091
H -1.948 -2.248 -2.270 0.44 0.19 0.15 0.149
H -4.192 -2.445 -0.320 -0.38 0.59 0.55 0.133
H -4.397 -2.269 -2.043 -0.06 -0.21 -0.15 0.141
H -4.410 1.281 -1.315 0.49 -0.25 -0.45 0.078
H -5.313 0.005 -0.606 -0.61 0.20 0.12 0.091
H -5.241 -0.007 -2.331 0.39 0.10 -0.38 0.102
H -0.763 -3.219 -0.252 0.85 0.16 -1.29 0.039
H -1.994 -3.162 0.510 -1.12 0.37 0.50 0.082
C 2.074 4.172 -0.808 -0.23 -0.64 -1.72 -0.031
C 1.684 2.802 -1.459 0.30 0.50 1.52 -0.385
C 2.687 2.242 -2.456 -0.95 0.07 -0.92 -0.199
O 2.526 2.949 -3.675 0.24 0.56 0.79 -0.172
C 3.741 3.148 -4.361 0.33 -0.03 -0.54 -0.099
N 1.552 1.792 -0.377 -0.23 0.03 0.58 -0.042
H 1.247 4.558 -0.213 0.24 -0.29 0.49 0.047
H 2.131 4.890 -1.626 0.47 0.14 -0.01 0.087
H 3.029 4.092 -0.290 -0.13 0.23 0.16 0.089
H 0.669 2.945 -1.831 0.24 -0.29 -0.77 0.110
H 2.510 1.183 -2.641 -0.49 -0.28 0.04 0.130
H 3.707 2.221 -2.070 0.26 0.75 0.16 0.130
H 3.628 3.887 -5.155 -0.51 -0.29 -0.14 0.094
H 4.046 2.185 -4.772 0.40 0.10 -0.20 0.096
H 4.535 3.582 -3.754 0.03 -0.26 0.51 0.089
H 1.382 2.356 0.443 -0.41 0.15 0.49 0.039
H 2.471 1.444 -0.143 0.45 -0.42 -0.35 0.072
O -0.833 1.606 2.548 0.34 -0.22 -0.27 -0.122
H -1.483 2.056 3.087 -0.47 0.09 0.13 0.070
H 0.008 1.946 2.853 0.31 0.12 0.22 0.047
O -2.912 -0.742 1.693 0.23 0.08 0.26 -0.158
H -3.869 -0.717 1.681 -0.37 0.10 -0.21 0.069
H -2.690 -0.997 2.589 -0.05 -0.09 0.39 0.049
O -0.958 0.867 -2.670 0.14 -0.01 0.41 -0.112
H -1.711 1.442 -2.806 -0.28 0.01 0.10 0.024
H -0.762 0.519 -3.540 0.26 -0.23 -0.29 0.072
```
Forces are in eV/Å.

Properties
total charge = +2
max |F| = 6.7 eV/Å
frontier orbital gap (alpha / beta) = 0.306 / 0.089 Eh
calculated total energy = -1771.0827 a.u.
spin multiplicity = 2


# 5
DFT (the ωB97M-V functional and the def2-TZVPD basis) results for C3H6N2 in the gas phase.

XYZ file:
```
11
Properties=species:S:1:pos:R:3:forces:R:3:lowdin_charge:R:1
C 1.238 -0.398 -0.129 0.01 -0.05 -0.13 -0.030
N 0.179 0.344 0.620 0.10 0.04 0.24 -0.088
C -1.020 0.827 -0.137 0.05 0.02 -0.11 -0.214
C -1.906 -0.241 -0.375 -0.59 -0.75 -0.12 -0.379
N -2.659 -1.129 -0.490 0.71 0.79 0.11 0.072
H 0.772 -1.275 -0.580 0.06 0.12 0.06 0.096
H 2.050 -0.691 0.545 -0.13 0.03 -0.09 0.090
H 1.617 0.261 -0.911 -0.07 -0.11 0.11 0.094
H -0.175 -0.248 1.373 0.02 0.07 -0.09 0.156
H 0.603 1.147 1.085 -0.08 -0.09 -0.08 0.148
H -0.699 1.402 -1.002 -0.06 -0.05 0.09 0.055
```
Forces are in eV/Å.

Properties
total charge = 0
max |F| = 1.1 eV/Å
frontier orbital gap = 0.280 Eh
calculated total energy = -227.3276 a.u.


# 6
DFT (the ωB97M-V functional and the def2-TZVPD basis) results for 2 unconnected molecules or ions with the total composition C6H14NO.

XYZ file:
```
22
Properties=species:S:1:pos:R:3:forces:R:3:lowdin_charge:R:1
C -0.797 1.741 2.056 -1.66 -0.53 0.38 -0.079
C -1.939 1.129 1.097 1.00 3.05 1.10 -0.242
C -1.501 1.263 -0.337 0.50 -3.03 -0.87 -0.184
C -0.368 0.262 -0.643 -1.30 0.95 1.20 0.003
C -0.128 -0.843 0.100 0.42 0.21 -1.31 -0.051
N 1.029 -1.485 -0.380 -0.40 -3.15 0.22 0.005
C 1.441 -2.710 -0.210 0.35 2.86 0.76 0.197
H -0.121 2.514 1.647 -0.81 -0.09 0.03 0.080
H -0.172 0.904 2.284 0.69 -0.46 0.36 0.031
H -1.275 2.037 3.039 0.69 0.00 -1.21 0.094
H -2.793 1.786 1.119 -0.52 0.25 0.53 0.099
H -2.250 0.224 1.577 -0.11 -0.96 -0.54 0.095
H -1.225 2.293 -0.499 0.35 0.17 -0.32 0.117
H -2.277 0.987 -1.088 0.10 0.41 0.51 0.135
H 0.257 0.463 -1.517 0.09 0.03 0.43 0.118
H -0.728 -1.456 0.783 0.17 0.99 0.09 0.153
H 1.483 -1.000 -1.133 0.58 0.30 -0.92 0.060
H 1.126 -3.207 0.673 -0.69 -0.94 0.28 0.109
H 2.323 -2.995 -0.747 0.11 -0.34 -0.36 0.109
H 3.247 -0.510 -2.107 -0.80 -0.83 -0.76 0.115
H 2.180 -0.387 -3.191 -0.06 -0.09 -0.38 0.076
O 2.489 -1.008 -2.523 1.30 1.21 0.76 -0.041
```
Forces are in eV/Å.

Properties
total charge = +1
max |F| = 3.4 eV/Å
frontier orbital gap = 0.332 Eh
calculated total energy = -366.6940 a.u.